{"formula": "C26H74AsF6O11", "method": "ωB97M-V/def2-TZVPD", "gap_ev": 9.307, "de_lowest_ev": 0.1496, "charge": -1, "multiplicity": 1, "total_energy_ev": -127833.7664, "symbols": ["As", "F", "F", "F", "F", "F", "F", "C", "C", "O", "H", "H", "H", "H", "H", "H", "C", "C", "O", "H", "H", "H", "H", "H", "H", "C", "C", "O", "H", "H", "H", "H", "H", "H", "C", "C", "O", "H", "H", "H", "H", "H", "H", "C", "C", "O", "H", "H", "H", "H", "H", "H", "C", "C", "O", "H", "H", "H", "H", "H", "H", "C", "C", "O", "H", "H", "H", "H", "H", "H", "C", "C", "C", "O", "H", "H", "H", "H", "H", "H", "H", "H", "C", "C", "C", "O", "H", "H", "H", "H", "H", "H", "H", "H", "C", "C", "C", "O", "H", "H", "H", "H", "H", "H", "H", "H", "C", "C", "C", "O", "H", "H", "H", "H", "H", "H", "H", "H"], "xyz": [[9.424841, 1.827561, 5.156334], [10.758020, 0.718537, 5.081840], [9.846770, 2.491491, 3.608304], [8.077110, 2.909084, 5.267773], [9.009422, 1.110656, 6.680591], [10.400528, 3.040016, 5.902344], [8.406983, 0.630709, 4.396889], [4.468345, 2.385114, 5.115943], [3.042812, 2.745480, 5.450642], [2.166927, 2.030349, 4.562896], [4.655560, 1.348616, 5.399240], [5.173271, 2.998727, 5.677150], [4.671083, 2.498521, 4.051923], [2.879887, 3.828756, 5.417117], [2.802324, 2.421333, 6.472652], [1.262888, 2.261930, 4.790694], [8.261769, -3.649079, 6.937347], [8.185139, -2.155511, 6.717578], [8.174225, -1.900255, 5.323816], [9.052269, -4.097002, 6.340010], [7.305597, -4.096087, 6.656036], [8.397512, -3.840550, 8.004301], [9.032706, -1.643599, 7.188551], [7.258673, -1.768706, 7.162545], [8.248095, -0.944239, 5.194872], [8.326042, 5.777455, 7.481280], [8.443897, 6.532927, 6.178891], [8.249166, 7.944074, 6.383168], [7.316945, 5.838994, 7.902301], [9.056021, 6.186560, 8.178511], [8.485947, 4.701442, 7.371682], [7.764796, 6.189815, 5.394092], [9.458771, 6.459101, 5.785790], [7.316154, 8.093542, 6.559356], [12.024967, -0.967642, 7.826814], [12.448107, -1.638241, 6.542852], [13.002884, -0.691251, 5.608998], [11.145038, -0.339025, 7.651464], [12.798412, -0.334825, 8.255763], [11.676561, -1.719641, 8.544263], [11.585339, -2.105368, 6.052066], [13.209404, -2.406683, 6.674710], [12.237361, -0.189351, 5.297509], [13.439203, 2.604838, 4.284553], [13.354356, 1.804338, 2.993889], [13.801534, 0.466064, 3.091404], [14.463708, 2.837759, 4.578507], [12.936503, 2.040158, 5.068773], [12.895808, 3.537589, 4.122613], [13.912179, 2.267847, 2.179061], [12.295973, 1.808871, 2.694708], [13.603125, 0.080532, 3.955815], [12.808233, 4.432916, 7.640451], [11.782455, 5.441934, 7.165757], [12.088748, 6.731286, 7.693829], [13.802871, 4.707261, 7.290140], [12.527716, 3.445136, 7.274769], [12.825079, 4.373998, 8.731808], [10.786674, 5.104665, 7.469711], [11.807183, 5.452133, 6.068929], [11.309560, 7.280597, 7.568852], [10.657018, 6.737649, 3.346221], [11.384647, 5.412536, 3.572493], [11.274336, 4.546047, 2.453792], [9.578751, 6.569556, 3.433718], [10.853295, 7.119616, 2.345953], [10.904034, 7.446261, 4.139382], [10.953694, 4.935065, 4.458793], [12.450269, 5.589987, 3.740751], [10.645850, 3.844144, 2.654139], [7.233826, 4.344118, 2.257031], [7.699138, 4.916828, 0.946439], [8.180189, 3.800182, 0.023328], [6.582125, 5.588843, 0.340930], [6.508886, 3.545352, 2.105800], [6.824249, 5.103196, 2.932968], [8.066995, 3.973149, 2.859758], [8.526674, 5.610970, 1.114407], [8.518753, 4.205071, -0.936319], [7.358960, 3.107049, -0.165449], [9.023240, 3.267107, 0.464187], [6.787458, 5.720550, -0.589190], [7.455781, -0.551364, 10.202594], [8.824635, 0.055293, 10.002823], [8.791120, 1.563367, 9.882140], [9.684545, -0.273696, 11.125972], [6.875161, -0.003466, 10.951225], [7.491229, -1.591074, 10.535477], [6.874385, -0.495487, 9.277814], [9.333252, -0.340972, 9.118924], [8.547712, 1.998614, 10.853086], [7.987136, 1.841211, 9.200037], [9.741975, 1.906239, 9.483712], [9.674250, -1.230214, 11.224964], [8.852880, -0.019930, 1.098227], [7.697967, -0.850847, 0.574382], [7.266102, -0.387226, -0.798194], [8.037002, -2.232888, 0.437074], [9.720841, 0.027632, 0.438813], [9.170812, -0.373564, 2.076153], [8.451070, 0.991651, 1.199615], [6.834493, -0.721787, 1.237175], [6.344201, -0.882578, -1.102725], [8.049826, -0.576400, -1.533200], [7.087080, 0.690202, -0.785384], [8.119880, -2.605718, 1.321257], [11.308826, -3.797574, 0.999280], [11.977658, -2.478952, 1.379785], [11.461392, -1.962665, 2.709926], [13.396211, -2.655334, 1.423374], [11.803942, -4.221373, 0.120441], [10.255855, -3.654715, 0.759580], [11.422790, -4.533716, 1.803423], [11.785234, -1.764429, 0.578324], [11.885332, -2.586546, 3.500106], [10.376365, -2.035815, 2.819408], [11.707003, -0.908980, 2.823929], [13.566073, -3.501105, 1.849073]], "forces_ev_per_a": [[-0.6193, 0.1677, 0.3915], [0.0786, 0.0823, -0.2969], [-0.0877, -0.3113, -0.1840], [-0.1186, -0.0356, -0.0784], [0.0163, 0.1417, 0.2338], [0.2315, -0.1503, 0.2309], [0.0757, 0.2796, -0.3176], [0.0423, -0.1891, 0.1777], [-0.3110, -0.3585, 0.2936], [0.2053, 0.3511, -0.0058], [0.0455, -0.0258, -0.1538], [-0.0101, 0.0672, -0.0425], [-0.0257, 0.0675, 0.0009], [-0.0590, -0.0430, -0.2879], [0.1864, 0.1437, 0.0262], [-0.0228, -0.0192, -0.0212], [-0.5120, 0.1825, 0.2109], [-0.0126, 0.1235, -0.2663], [0.0588, -0.1196, 0.1040], [0.1310, -0.0181, 0.1006], [0.1074, -0.1140, -0.1222], [0.1930, -0.1612, -0.0622], [-0.0237, -0.0316, 0.0227], [0.1138, 0.0273, 0.1552], [-0.0317, -0.1259, -0.1428], [-0.4018, -0.4290, 0.0045], [0.0982, 0.4404, -0.0702], [0.0491, -0.1006, -0.0521], [0.0725, 0.3562, 0.0364], [-0.1503, -0.0609, 0.2131], [0.2924, 0.0997, -0.2270], [-0.0164, -0.2350, 0.1175], [-0.0640, -0.1420, 0.0133], [-0.0036, -0.0112, 0.0389], [-0.7194, -0.1026, 0.1493], [0.1684, 0.3326, -0.8427], [-0.2251, -0.2792, 0.4013], [0.1752, 0.1094, -0.1552], [0.1564, -0.1699, 0.0537], [0.2990, 0.0430, 0.1056], [-0.0081, -0.1460, 0.2078], [0.0390, 0.0486, 0.1940], [0.0993, 0.0935, 0.0909], [0.0278, -0.0194, -0.4139], [-0.5750, -0.0828, 0.1352], [0.4503, -0.0209, -0.1190], [0.0137, -0.1352, 0.0547], [0.0755, 0.1430, 0.1937], [0.1082, -0.1043, 0.1949], [0.0819, 0.0318, 0.0670], [0.0605, 0.0132, -0.0918], [0.0998, 0.1033, -0.0891], [-0.1727, 0.1072, 0.2675], [0.1889, -0.4989, -0.1588], [-0.1334, -0.0624, 0.0517], [0.0374, -0.1113, -0.0306], [0.1500, 0.0280, -0.1629], [0.0196, 0.1259, -0.0227], [0.1351, 0.1313, 0.0051], [-0.0298, 0.1693, 0.2765], [0.0248, 0.1356, -0.0183], [-0.3793, -0.5626, 0.1936], [-0.3968, 0.1792, -0.1302], [-0.0227, 0.2155, -0.2918], [0.0179, 0.0103, -0.1890], [0.1985, 0.2158, 0.1020], [0.2014, 0.1819, -0.2176], [0.2227, -0.0655, -0.1331], [-0.0187, 0.0178, 0.0765], [0.1014, 0.0404, 0.1410], [0.2462, 0.3314, 0.9435], [-0.0596, -0.4786, -0.3755], [0.1094, 0.2663, -0.0192], [0.1119, 0.0704, 0.1556], [-0.0565, 0.0117, 0.0484], [-0.3567, 0.0805, -0.4114], [0.0671, -0.3354, -0.4031], [-0.0419, 0.1779, 0.0143], [-0.0183, -0.0096, 0.0255], [0.0270, -0.0710, 0.0302], [-0.0369, -0.0430, 0.0187], [0.0215, 0.0397, 0.0030], [-0.5685, 0.1198, -0.1305], [0.7032, -0.2486, 0.4718], [-0.3558, -0.3420, -0.0031], [-0.2575, 0.2872, -0.0853], [0.2161, 0.0581, 0.0872], [0.1202, -0.0539, -0.1663], [0.1029, -0.1225, -0.0076], [-0.3863, -0.1091, -0.1663], [0.2627, 0.0690, 0.0258], [0.1484, 0.0674, -0.1858], [-0.0120, 0.3125, 0.1546], [0.0397, 0.0005, -0.0276], [-0.4187, 0.2664, 0.2148], [0.2284, 0.0448, -0.5284], [-0.0795, 0.2569, -0.1411], [-0.1410, -0.1046, 0.2222], [-0.1052, -0.2277, -0.1677], [0.0210, 0.1359, 0.0723], [0.2933, 0.0826, 0.2458], [0.1153, -0.1825, 0.2085], [0.0638, -0.0648, -0.0910], [-0.0037, -0.1154, -0.0017], [-0.0535, -0.0268, 0.0108], [0.0505, 0.0154, 0.0131], [0.3224, -0.0701, -0.2283], [-0.2882, -0.5860, -0.0411], [-0.3019, 0.0789, -0.0422], [-0.0463, 0.1265, -0.1981], [-0.0752, 0.0869, -0.0328], [-0.0313, -0.0403, 0.1083], [-0.1654, 0.0933, 0.0811], [0.1123, 0.1274, 0.0635], [0.1531, 0.2744, 0.1417], [-0.0120, -0.1467, -0.2377], [0.3152, -0.1014, 0.2923], [0.0211, 0.0334, 0.1029]]}